[1]
188
Properties=species:S:1:pos:R:3:lowdin_spin:R:1 method="wB97M-V/def2-TZVPD" lumo_ev="3.50 / 3.18" s2=3.766 orbital_gap_ha="0.098 / 0.087" total_energy_ev=-168757.09840 relative_energy_kj_mol=0.0 total_charge=-3 spin_multiplicity=4
C 1.54572 -3.91545 0.40523 0.00
C 1.45220 -2.50125 0.96756 0.00
C 1.93837 -1.39673 -0.02495 0.00
N 2.28574 -0.00468 0.66517 0.00
C 3.65154 -0.08074 1.47657 0.00
C 1.03836 0.60415 1.39761 0.00
C 0.11922 1.08243 0.24568 0.00
C 1.00836 1.48438 -0.93421 0.00
C 2.50433 1.06340 -0.46700 0.00
H 2.58056 -4.23772 0.28971 0.00
H 1.00069 -4.05411 -0.52847 0.00
H 1.06519 -4.60254 1.10173 0.00
H 2.16764 -2.47352 1.78943 0.00
H 0.52528 -2.04541 1.31558 0.00
H 1.28523 -1.30877 -0.89315 0.00
H 2.96284 -1.60284 -0.33492 0.00
H 3.55436 -0.81550 2.27581 0.00
H 3.97880 0.88126 1.87101 0.00
H 4.45630 -0.40960 0.81906 0.00
H 1.40324 1.49223 1.91365 0.00
H 0.40186 -0.02426 2.02055 0.00
H -0.41676 1.95862 0.61053 0.00
H -0.56976 0.31107 -0.09844 0.00
H 0.96926 2.56386 -1.08022 0.00
H 0.71966 1.19157 -1.94368 0.00
H 2.98650 1.89469 0.04737 0.00
H 3.26228 0.77289 -1.19448 0.00
C 4.86778 1.54834 -4.97891 0.00
F 4.67881 0.96499 -6.10544 0.00
F 4.66796 2.80191 -5.09415 0.00
F 3.97742 1.03432 -4.06522 0.00
S 6.69396 1.27337 -4.30342 0.00
O 7.55089 1.89014 -5.31355 0.00
O 6.72562 2.03297 -3.03395 0.00
O 6.91168 -0.18568 -4.13701 0.00
B 5.58470 4.63479 -1.43382 0.00
F 4.74872 5.56914 -0.84608 0.00
F 6.88238 4.66301 -1.10791 0.00
F 5.11215 3.42714 -1.09818 0.00
F 5.63771 4.73815 -2.81723 0.00
B 6.14994 3.43307 2.02976 0.00
F 4.84112 3.24314 1.63341 0.00
F 6.26477 4.48475 2.86580 0.00
F 6.67812 2.30820 2.71011 0.00
F 6.95872 3.57516 0.88646 0.00
F 5.97162 0.79471 -0.71425 0.00
C 1.01239 -8.05616 3.35892 0.00
Cl -0.70387 -8.35486 3.72446 0.00
Cl 2.09153 -8.99824 4.41222 0.00
Cl 1.35934 -6.37291 3.39889 0.00
H 1.08616 -8.43076 2.33797 0.00
C 0.17197 -2.34105 -2.94831 0.02
C -1.01065 -2.48390 -3.95847 0.03
C -1.86796 -1.20549 -4.14066 0.00
C -1.08872 -0.20093 -4.90525 0.00
C -0.86582 -0.75663 -6.30901 0.00
C 0.00136 -2.04603 -6.31401 0.02
N -0.54366 -2.97810 -5.24293 0.39
O -0.17636 -4.36465 -5.31876 0.52
C -0.13042 -2.53617 -7.65597 0.00
C 1.42073 -1.76309 -6.01974 0.02
C -2.06490 -3.40847 -3.34666 0.00
H 0.62224 -1.35417 -3.05522 0.00
H 0.92692 -3.09728 -3.16343 0.00
H -0.12833 -2.55688 -1.92297 0.00
H -2.85257 -1.49129 -4.51073 0.00
H -2.10954 -0.72811 -3.19100 0.00
H -0.16135 0.12600 -4.43495 0.00
H -1.79008 0.62703 -5.00862 0.00
H -0.33689 0.01203 -6.87247 0.00
H -1.83443 -0.87358 -6.79503 0.00
H 0.39387 -3.47844 -7.81514 0.00
H -1.18421 -2.73448 -7.85166 0.00
H 0.13561 -1.82624 -8.43911 0.00
H 1.61345 -1.41203 -5.00597 0.00
H 1.93506 -2.72098 -6.09716 0.00
H 1.87459 -1.03827 -6.69558 0.00
H -2.27642 -2.97862 -2.36758 0.00
H -1.82002 -4.42862 -3.05100 0.00
H -2.96234 -3.52733 -3.95377 0.00
C -3.99553 3.71025 0.50565 0.01
C -5.36207 3.12551 0.15160 0.02
C -5.57854 3.32301 -1.42585 0.00
C -4.89700 2.35558 -2.37701 0.00
C -5.23552 0.92752 -1.77320 0.00
C -4.88586 0.66744 -0.26779 0.02
N -5.58677 1.64619 0.57000 0.37
O -5.67003 1.29302 1.96867 0.54
C -5.36148 -0.77069 -0.16866 0.00
C -3.36125 0.62487 0.07089 0.02
C -6.45743 3.97940 0.85562 0.00
H -3.50281 3.09006 1.25444 0.00
H -4.03856 4.78195 0.69988 0.00
H -3.31420 3.75251 -0.34413 0.00
H -6.65396 3.35055 -1.60144 0.00
H -5.23032 4.30783 -1.73722 0.00
H -3.83265 2.58824 -2.41050 0.00
H -5.24478 2.53296 -3.39470 0.00
H -4.84642 0.15976 -2.44196 0.00
H -6.32052 0.92734 -1.87753 0.00
H -5.10692 -1.14645 0.82236 0.00
H -6.44517 -0.88518 -0.14414 0.00
H -4.95887 -1.47407 -0.89754 0.00
H -3.31091 0.25353 1.09445 0.00
H -2.81191 -0.18114 -0.41559 0.00
H -2.72925 1.51283 0.08556 0.00
H -7.42133 3.51198 1.05694 0.00
H -6.73596 4.85159 0.26419 0.00
H -6.09208 4.33925 1.81746 0.00
C -4.56394 -1.61786 3.85813 0.01
C -3.67635 -2.91457 4.00326 0.02
C -4.66196 -3.84421 4.65130 0.00
C -4.15112 -5.30044 4.70956 0.00
C -3.96639 -5.75742 3.19631 0.00
C -3.00996 -4.80622 2.39379 0.02
N -3.18017 -3.33647 2.69787 0.36
O -2.28679 -2.41199 2.03637 0.54
C -1.54820 -5.33673 2.64442 0.01
C -3.42739 -5.12539 0.94245 0.01
C -2.48529 -2.58237 4.97794 0.02
H -4.83787 -1.16071 4.80896 0.00
H -5.51017 -1.88448 3.38734 0.00
H -4.14855 -0.88152 3.17012 0.00
H -4.91385 -3.68443 5.69970 0.00
H -5.56952 -3.90042 4.05024 0.00
H -4.86962 -5.94901 5.21077 0.00
H -3.19943 -5.35003 5.23865 0.00
H -4.82534 -6.07645 2.60595 0.00
H -3.22682 -6.55159 3.29848 0.00
H -1.16189 -5.30399 3.66314 0.00
H -1.46279 -6.32337 2.18907 0.00
H -0.81072 -4.80043 2.04725 0.00
H -2.59471 -4.99652 0.25098 0.00
H -3.53491 -6.19642 0.77090 0.00
H -4.24966 -4.56934 0.49215 0.00
H -2.93262 -2.36861 5.94866 0.00
H -1.95691 -1.64233 4.81902 0.00
H -1.76621 -3.39391 5.08939 0.00
N 2.14542 5.73381 -3.78790 0.00
C 0.96297 6.47510 -3.86667 0.00
C -0.01490 5.52025 -3.80396 0.00
C 0.60415 4.27295 -3.52292 0.00
C 1.93200 4.46293 -3.41252 0.00
H 3.04823 6.18127 -3.85727 0.00
H 1.00176 7.53791 -4.05466 0.00
H -1.06590 5.76086 -3.86646 0.00
H -0.03514 3.44881 -3.24277 0.00
H 2.77851 3.91148 -3.03080 0.00
N 2.51670 4.52935 1.04422 0.00
C 1.71919 5.12167 0.14075 0.00
C 0.58053 5.45511 0.81459 0.00
C 0.59000 4.78733 2.10136 0.00
C 1.85619 4.30184 2.20253 0.00
H 3.50489 4.32084 1.03421 0.00
H 2.24536 5.48755 -0.72856 0.00
H -0.33101 6.00183 0.62328 0.00
H -0.16818 4.60924 2.84958 0.00
H 2.37740 3.97159 3.08891 0.00
N -3.04822 3.24638 3.74842 0.00
C -2.26030 2.14431 3.63635 0.00
C -1.15100 2.45233 4.27242 0.00
C -1.25538 3.65224 4.96363 0.00
C -2.50371 4.13920 4.59347 0.00
H -3.90990 3.35241 3.23229 0.00
H -2.54320 1.28858 3.04128 0.00
H -0.29239 1.80176 4.19532 0.00
H -0.57378 4.19810 5.59913 0.00
H -3.06696 5.03733 4.79965 0.00
N 5.66529 -2.05407 -0.99940 0.00
C 5.64291 -2.78993 0.17960 0.00
C 5.22987 -4.02908 -0.09218 0.00
C 5.14005 -4.15293 -1.46146 0.00
C 5.39293 -2.92416 -2.04473 0.00
H 6.01188 -1.11826 -1.15509 0.00
H 5.90192 -2.24820 1.07729 0.00
H 5.08708 -4.78709 0.66377 0.00
H 4.88502 -4.97928 -2.10837 0.00
H 5.45927 -2.58984 -3.06955 0.00
N 4.71543 2.12818 5.05984 0.00
C 4.01325 0.96381 4.92720 0.00
C 2.67526 1.06918 5.31716 0.00
C 2.58546 2.39867 5.85794 0.00
C 3.83223 3.00765 5.63184 0.00
H 5.69142 2.31899 4.88342 0.00
H 4.51886 0.11927 4.48278 0.00
H 1.97876 0.25418 5.44780 0.00
H 1.79510 2.79720 6.47674 0.00
H 4.13416 4.04263 5.69549 0.00

***

[2]
202
Properties=species:S:1:pos:R:3:mulliken_charge:R:1 method="wB97M-V/def2-TZVPD" lumo_ev=0.35 orbital_gap_ha=0.312 total_energy_ev=-121460.35899
Li -22.46945 -23.37621 6.54603 1.62
Li -19.59215 -20.69378 3.69589 1.42
Li -23.04358 -20.67095 5.35968 0.58
Li -20.17123 -20.74917 6.71142 -0.01
Li -19.09081 -23.39596 5.12353 0.81
P -21.24463 -22.12122 4.81260 2.73
O -21.10350 -20.59184 4.94908 -1.17
O -20.21056 -22.56076 3.77818 -3.11
O -22.74832 -22.44062 4.79146 -1.64
O -20.76374 -22.57290 6.20250 -2.37
O -24.04591 -20.76444 9.46592 -0.65
C -23.70330 -21.25372 8.28923 -0.04
O -23.42354 -20.46211 7.40353 -0.06
O -23.59974 -22.46383 8.07251 -0.73
H -23.97819 -19.82187 9.29691 0.34
O -16.23379 -20.16175 5.63042 -0.55
C -17.42170 -20.38994 5.17417 -0.45
O -17.86155 -19.67125 4.26630 -0.41
O -18.16417 -21.31519 5.58984 -0.06
H -15.99175 -19.49590 4.98261 0.37
C -19.77424 -18.37156 0.22194 -0.56
C -19.23677 -19.66851 -0.29147 -0.50
C -19.76110 -20.67207 0.73835 0.63
O -20.06887 -19.93610 1.87504 0.91
C -20.61449 -18.75807 1.43466 -0.14
H -20.43026 -17.88340 -0.49878 0.44
H -19.00243 -17.65959 0.51436 0.14
H -18.14832 -19.69323 -0.23882 0.36
H -19.58347 -19.92746 -1.29188 0.09
H -19.00095 -21.41771 0.97138 -0.83
H -20.66076 -21.18942 0.40508 -0.13
H -20.67034 -18.04144 2.25406 -0.26
H -21.66408 -18.97429 1.23534 0.05
C -20.26049 -22.56180 -3.04713 -0.54
C -18.79723 -22.77178 -3.16928 -0.89
C -18.30705 -23.05597 -1.71981 -0.45
O -19.49648 -23.21317 -0.93845 0.17
C -20.57597 -23.41285 -1.85577 0.00
H -20.81284 -22.87956 -3.93147 0.43
H -20.44472 -21.50038 -2.88121 0.21
H -18.24253 -21.98911 -3.68682 0.33
H -18.51329 -23.69902 -3.66697 0.36
H -17.73111 -22.21314 -1.33767 0.25
H -17.66326 -23.93471 -1.68163 0.29
H -21.53435 -23.09665 -1.44391 -0.31
H -20.73707 -24.47406 -2.04548 0.38
C -24.57006 -26.50273 5.18186 -0.05
C -23.18646 -27.08292 5.06779 -0.60
C -22.32626 -25.88474 5.45218 1.39
O -23.10963 -25.23429 6.42740 0.58
C -24.44970 -25.65320 6.42060 -0.51
H -25.34578 -27.26836 5.16844 0.54
H -24.75995 -25.76981 4.39772 -0.41
H -23.00163 -27.51671 4.08506 0.33
H -23.02297 -27.90674 5.76255 0.41
H -22.22391 -25.21296 4.59994 -0.52
H -21.33185 -26.20552 5.76259 -1.22
H -25.13281 -24.80489 6.37787 0.15
H -24.69386 -26.36274 7.21119 0.26
C -22.62643 -16.35213 5.01006 1.08
C -22.69504 -14.82901 5.32376 -0.57
C -23.89307 -14.38184 4.46900 -0.64
O -23.79880 -15.20927 3.32663 -0.55
C -22.85019 -16.32239 3.51620 0.70
H -23.40955 -16.92008 5.51230 0.23
H -21.66213 -16.73094 5.34875 -0.93
H -21.78505 -14.33737 4.97980 0.10
H -22.82417 -14.56231 6.37271 0.40
H -23.79218 -13.34053 4.16306 0.35
H -24.87204 -14.63121 4.87831 0.32
H -21.93190 -16.04104 3.00075 0.31
H -23.18004 -17.27182 3.09445 -0.84
C -27.60986 -23.03794 2.78493 -0.15
C -26.96915 -23.44697 4.07146 0.83
C -27.52911 -22.55184 5.17520 -0.18
O -28.64032 -21.93361 4.53221 -0.53
C -28.96837 -22.55880 3.33239 -0.81
H -27.80172 -23.91113 2.16136 0.52
H -27.11352 -22.21293 2.27396 -0.19
H -25.88383 -23.36190 4.01704 -0.77
H -27.24431 -24.49624 4.17833 0.39
H -26.85197 -21.73985 5.44022 -0.10
H -27.96249 -23.11455 6.00204 0.37
H -29.55471 -21.92815 2.66412 0.37
H -29.66825 -23.37233 3.52332 0.37
C -19.11997 -21.70767 10.93301 -0.59
C -17.83994 -21.00953 10.53890 -0.92
C -18.15275 -20.44595 9.14312 -0.24
O -19.34538 -21.07708 8.73033 1.69
C -20.14758 -21.35217 9.85050 -0.45
H -19.56662 -21.31137 11.84491 0.40
H -18.96143 -22.78014 11.04605 0.09
H -16.94062 -21.61206 10.66646 0.32
H -17.62051 -20.20600 11.24194 0.28
H -17.33471 -20.80200 8.51690 0.00
H -18.20538 -19.36030 9.06125 -0.03
H -20.79488 -22.19786 9.61831 -0.18
H -20.76310 -20.50310 10.14770 0.55
C -24.77296 -24.23398 0.64617 -0.12
C -23.39550 -24.73196 1.02076 -0.11
C -22.68230 -23.46608 1.29352 1.54
O -23.21650 -22.50239 0.34295 -0.47
C -24.47150 -22.97137 -0.13356 -0.57
H -25.34543 -24.11080 1.56552 -0.50
H -25.38879 -24.86255 0.00294 0.58
H -22.94430 -25.27367 0.18944 0.16
H -23.39604 -25.48464 1.80915 0.12
H -21.62746 -23.65838 1.09745 -0.77
H -22.90846 -23.06065 2.27971 -0.67
H -24.41864 -23.28295 -1.17675 0.31
H -25.23884 -22.20414 -0.03041 0.23
C -19.88873 -26.68508 0.83338 0.45
C -19.42813 -28.12401 0.68661 -0.75
C -20.08337 -28.79431 1.81214 -0.57
O -20.21229 -27.75235 2.80113 -0.43
C -19.88081 -26.49829 2.33436 1.38
H -20.86022 -26.51813 0.36816 -0.06
H -19.30127 -25.96068 0.26928 -0.02
H -18.35968 -28.19247 0.89116 0.25
H -19.63814 -28.60185 -0.27028 0.40
H -19.47577 -29.66311 2.06537 0.33
H -21.08273 -29.15191 1.56414 0.33
H -18.88189 -26.27440 2.70869 -0.86
H -20.47828 -25.67367 2.72312 -0.43
C -22.85259 -26.32921 9.85841 0.16
C -22.62244 -27.12010 11.06915 -0.82
C -21.10480 -27.29205 11.08846 -0.54
O -20.61410 -26.18745 10.28550 -0.37
C -21.71936 -25.39538 9.83507 0.61
H -23.77980 -25.76922 9.97999 0.37
H -22.83723 -26.96686 8.97451 -0.06
H -23.13655 -28.08028 11.02620 0.37
H -22.96138 -26.54292 11.92945 0.29
H -20.89042 -28.23303 10.58181 0.30
H -20.66593 -27.29101 12.08620 0.30
H -21.53358 -24.96254 8.85209 -0.52
H -21.87957 -24.58904 10.55079 -0.03
C -18.87652 -15.21027 3.23756 0.27
C -17.88321 -16.34956 3.11697 0.41
C -16.96203 -16.19293 4.33028 -0.23
O -17.51464 -15.21343 5.16190 -0.47
C -18.35312 -14.34556 4.38018 -0.68
H -19.81691 -15.65616 3.56153 -0.62
H -19.14043 -14.69414 2.31450 0.58
H -17.32054 -16.33708 2.18352 0.51
H -18.42632 -17.29102 3.19942 -0.73
H -15.97147 -15.87435 4.00563 0.39
H -16.87553 -17.09818 4.93122 -0.15
H -17.62487 -13.59633 4.06967 0.29
H -19.15461 -13.86397 4.94034 0.34
C -17.83651 -25.86459 8.16329 -0.37
C -17.33656 -26.45945 6.84447 -0.77
C -18.51120 -26.12667 5.93378 0.61
O -18.89779 -24.81756 6.40782 0.94
C -18.35893 -24.59105 7.70693 -0.04
H -17.10291 -25.74027 8.95982 0.55
H -18.59000 -26.51148 8.61259 -0.04
H -17.10777 -27.52505 6.86077 0.52
H -16.43912 -26.04760 6.38286 0.11
H -19.27614 -26.88292 6.11001 0.29
H -18.23425 -26.05927 4.88171 -0.96
H -19.10365 -24.16678 8.38033 -0.20
H -17.57280 -23.83644 7.68084 0.02
C -20.32911 -17.13013 8.68161 -0.99
C -19.41637 -16.61091 7.61119 -0.25
C -19.10492 -17.77553 6.76919 -0.25
O -20.04957 -18.79249 7.19131 1.13
C -21.11221 -18.25523 8.02361 0.48
H -20.90736 -16.31177 9.11056 0.46
H -19.73357 -17.52605 9.50422 0.25
H -18.49080 -16.19419 8.00835 0.39
H -19.92175 -15.90250 6.95479 0.18
H -18.09542 -18.17218 6.87732 0.61
H -19.23591 -17.45733 5.73493 -0.90
H -21.46998 -19.03292 8.69836 -0.29
H -21.93818 -17.76688 7.50651 -0.13
C -25.32500 -19.39908 2.17047 -0.48
C -26.37804 -19.11798 3.22129 -0.41
C -25.60582 -19.02029 4.54728 -0.74
O -24.34815 -19.65316 4.25275 0.78
C -24.36017 -20.25838 2.95112 0.64
H -24.76637 -18.51128 1.87410 0.40
H -25.73030 -19.87749 1.27886 0.44
H -27.10647 -19.92863 3.23906 -0.12
H -26.86633 -18.18031 2.95587 0.45
H -26.17314 -19.53110 5.32531 0.30
H -25.41020 -17.95527 4.67201 0.22
H -24.76726 -21.26923 2.97440 -0.49
H -23.34600 -20.26207 2.55171 -0.78
C -15.54508 -24.38442 2.88271 -0.87
C -16.62815 -24.27942 1.87947 -0.64
C -17.79728 -23.53125 2.52186 0.11
O -17.61102 -23.80730 3.90773 0.87
C -16.17730 -23.70348 4.12714 -0.55
H -14.58822 -23.91547 2.65338 0.36
H -15.37152 -25.44863 3.04218 0.21
H -16.89252 -25.31342 1.65801 -0.03
H -16.30594 -23.81396 0.94801 0.47
H -18.75506 -23.94005 2.19993 -0.57
H -17.85110 -22.46145 2.32006 0.35
H -15.88255 -24.01004 5.13076 0.40
H -15.87725 -22.66017 4.22485 0.18